ORCA calculation (ωB97M-V with the def2-TZVPD basis set) on 8 unconnected molecules or ions with the total composition C50H44Br2Cl2FN7O3 at a distorted geometry.

Summary:
Gap between HOMO and LUMO ... 7.9976 eV
Max |F| ... 0.043 hartree/bohr
DFT total energy ... -8708.9382 a.u.

Last column: Mulliken charge in e.
Cartesian coordinates (Å):
O -5.58 2.87 4.49  -0.399
C -4.40 3.01 4.60  0.476
Cl -3.59 2.42 6.07  -0.119
C -3.52 3.64 3.54  -1.593
C -3.27 2.71 2.38  0.042
C -4.22 2.51 1.43  0.972
Cl -5.72 3.35 1.53  -0.172
C -4.02 1.67 0.38  -0.247
Br -5.36 1.37 -0.91  -0.133
C -2.85 1.02 0.24  -0.668
C -1.90 1.22 1.16  0.824
C -2.09 2.05 2.21  -0.290
C -0.95 2.21 3.16  0.371
O -1.09 2.36 4.35  -0.402
C 0.38 2.18 2.50  0.152
Br 1.69 3.31 3.26  -0.159
C 0.58 1.40 1.46  0.215
C 1.89 1.36 0.73  -0.804
C 1.68 2.14 -0.61  -0.826
C 1.51 1.22 -1.80  -0.081
F 2.26 1.72 -2.86  -0.293
C -0.58 0.56 1.02  0.073
O -0.50 -0.58 0.61  -0.406
H -2.60 3.91 4.03  0.597
H -3.95 4.55 3.16  0.571
H -2.66 0.37 -0.60  0.646
H 2.21 0.35 0.51  -0.182
H 2.64 1.88 1.29  0.565
H 0.76 2.70 -0.50  0.318
H 2.46 2.87 -0.78  0.544
H 0.48 1.13 -2.13  0.258
H 1.83 0.21 -1.58  0.094
C 2.50 -4.79 1.23  -0.272
C 3.47 -4.48 0.29  -0.550
C 3.54 -3.17 -0.16  -0.635
N 2.73 -2.20 0.25  -0.260
C 1.80 -2.52 1.15  0.194
C 1.65 -3.80 1.67  -0.832
H 2.41 -5.80 1.61  0.422
H 4.15 -5.23 -0.08  0.439
H 4.28 -2.88 -0.90  0.789
H 1.16 -1.71 1.46  0.236
H 0.88 -4.00 2.40  0.410
C 2.82 -2.70 -4.78  -0.579
C 2.85 -3.33 -6.02  -0.430
C 3.15 -4.68 -6.06  -0.360
N 3.41 -5.42 -4.98  -0.579
C 3.38 -4.80 -3.80  -0.280
C 3.09 -3.45 -3.65  0.324
H 2.60 -1.65 -4.70  0.529
H 2.65 -2.78 -6.92  0.490
H 3.18 -5.21 -7.00  0.361
H 3.60 -5.42 -2.94  0.358
H 3.08 -3.00 -2.67  0.123
C -1.67 -5.65 -1.25  -0.442
C -2.64 -6.13 -0.38  -0.337
C -3.12 -5.27 0.60  -0.283
N -2.71 -4.02 0.75  -0.494
C -1.78 -3.58 -0.09  -0.158
C -1.23 -4.35 -1.10  -0.591
H -1.27 -6.29 -2.03  0.404
H -3.01 -7.14 -0.45  0.370
H -3.88 -5.60 1.30  0.382
H -1.46 -2.55 0.06  0.707
H -0.49 -3.94 -1.76  0.521
C -7.46 2.73 7.33  0.052
C -6.68 3.46 8.21  -0.261
C -7.11 3.58 9.52  -0.375
N -8.22 3.03 9.99  -0.566
C -8.96 2.32 9.14  -0.183
C -8.62 2.14 7.80  -0.578
H -7.16 2.61 6.30  0.503
H -5.77 3.94 7.88  0.357
H -6.53 4.15 10.24  0.350
H -9.86 1.89 9.55  0.351
H -9.26 1.56 7.15  0.363
C 6.01 1.58 -5.87  -0.264
C 4.81 1.94 -5.28  -0.540
C 3.68 1.17 -5.55  -0.382
N 3.70 0.09 -6.34  -0.149
C 4.87 -0.24 -6.89  -0.210
C 6.05 0.46 -6.69  -0.748
H 6.91 2.15 -5.68  0.396
H 4.73 2.80 -4.64  0.441
H 2.73 1.42 -5.11  0.555
H 4.85 -1.12 -7.53  0.501
H 6.96 0.15 -7.16  0.410
C 2.82 3.28 -10.76  -0.433
C 2.85 2.65 -12.00  -0.325
C 3.12 1.29 -12.04  -0.246
N 3.35 0.55 -10.96  -0.514
C 3.31 1.17 -9.78  -0.130
C 3.05 2.52 -9.63  -0.304
H 2.62 4.34 -10.69  0.365
H 2.68 3.21 -12.91  0.364
H 3.15 0.76 -12.99  0.364
H 3.50 0.54 -8.92  0.470
H 3.04 2.97 -8.64  0.389
C -1.28 0.83 9.79  -0.552
C -1.37 1.36 8.51  0.019
C -0.25 1.29 7.69  -0.122
N 0.91 0.75 8.06  -0.489
C 0.98 0.25 9.30  -0.293
C -0.08 0.27 10.19  -0.292
H -2.13 0.87 10.46  0.396
H -2.28 1.81 8.15  0.151
H -0.28 1.68 6.68  0.513
H 1.93 -0.17 9.57  0.356
H 0.03 -0.15 11.18  0.369